[1]
93
Properties=species:S:1:pos:R:3:forces:R:3:lowdin_charge:R:1 method="wB97M-V/def2-TZVPD" e_homo_ev=-9.597 smiles=CC(C)O.CC(C)O.CC(C)O.CC(C)O.CC(C)O.CC(C)O.CC(C)O.CCO energy_ev=-41234.9604 gap_ev=10.00 e_above_lowest_ev=1.384
C -0.957938 -0.276010 -0.952954 -0.89 0.21 -0.45 -0.074
C 0.486455 -0.699923 -0.848463 -0.89 0.89 -0.77 -0.286
O 1.178864 -0.251900 -2.024319 0.31 -0.64 0.72 -0.098
H -1.518733 -0.431480 -0.028776 0.16 -0.17 0.09 0.054
H -1.532654 -0.733791 -1.762095 0.26 -0.33 0.01 0.087
H -1.022955 0.793059 -1.168178 0.25 0.04 0.18 0.055
H 0.604743 -1.781460 -0.795778 -0.04 -0.07 0.51 0.096
H 0.823352 -0.158720 0.035556 0.64 -0.42 0.07 0.075
H 2.005425 -0.763399 -1.952323 0.16 0.36 -0.44 0.044
C -3.895397 2.348906 -0.235262 -0.01 0.04 -0.28 -0.048
C -4.514877 3.570014 0.454044 -0.12 0.45 -1.38 -0.450
C -4.364934 4.863070 -0.365043 0.71 -0.43 0.13 -0.064
O -5.939907 3.341923 0.628692 1.04 0.06 0.57 -0.060
H -3.210360 1.864840 0.458701 -0.13 -0.39 -0.12 0.037
H -3.322053 2.557241 -1.142942 0.01 0.36 0.11 0.073
H -4.715189 1.705414 -0.554539 0.16 -0.29 0.26 0.086
H -3.918097 3.699929 1.361235 -0.95 0.15 0.59 0.122
H -4.997395 5.663440 0.017704 0.03 0.02 0.12 0.080
H -4.584749 4.696751 -1.422413 -0.14 -0.06 0.03 0.084
H -3.320995 5.179867 -0.302314 -0.08 0.17 -0.10 0.083
H -6.329161 3.970410 0.017934 -0.42 -0.05 0.09 0.067
C -3.593155 -0.029666 5.149521 0.77 -1.23 -0.43 -0.047
C -2.779219 0.160129 3.874911 -0.67 0.67 -0.71 -0.436
C -3.449614 -0.417012 2.625205 -0.06 -0.84 0.56 -0.043
O -2.687724 1.595133 3.666021 0.04 -0.41 -0.10 -0.087
H -3.530579 -1.085464 5.436754 -0.09 0.05 0.14 0.085
H -4.646071 0.174804 4.964046 0.02 0.39 0.19 0.081
H -3.134706 0.561128 5.937029 -0.33 0.15 0.11 0.084
H -1.781142 -0.270746 3.944926 0.20 0.52 0.28 0.119
H -4.523951 -0.371155 2.816328 -0.10 0.06 -0.59 0.084
H -3.185338 -1.465399 2.457648 -0.12 -0.07 0.29 0.083
H -3.158331 0.071870 1.698983 -0.08 0.38 0.16 0.048
H -3.551968 1.852573 3.316041 0.11 0.09 0.08 0.100
C 2.849601 -0.632059 1.921284 -0.42 -1.15 -1.03 -0.045
C 1.804222 -0.867159 2.989026 0.05 0.15 1.27 -0.466
C 0.525640 -1.554699 2.527949 -0.11 -0.03 -1.77 -0.048
O 2.430458 -1.719182 3.964908 0.34 0.07 -0.20 -0.053
H 3.840894 -0.372768 2.279012 -0.16 0.20 0.37 0.087
H 2.530286 0.056476 1.139623 0.00 0.28 0.28 0.063
H 2.937084 -1.598766 1.402494 0.27 0.09 0.01 0.076
H 1.596889 0.098518 3.469070 -0.26 -0.06 0.02 0.122
H -0.038389 -2.125490 3.263490 0.21 0.27 0.42 0.080
H 0.776897 -2.266202 1.730731 0.20 -0.24 0.28 0.069
H -0.174726 -0.908808 1.986991 0.04 0.37 0.42 0.061
H 1.769933 -2.015692 4.595051 -0.08 0.06 0.04 0.079
C 0.584935 -6.623729 -1.498187 1.10 0.00 -0.60 -0.064
C -0.113208 -5.321783 -1.859275 -1.37 -0.31 1.33 -0.495
C -0.768026 -4.709807 -0.579942 -0.23 -0.07 -1.76 -0.049
O 0.652003 -4.366224 -2.556439 0.41 -0.05 0.05 -0.036
H -0.008969 -7.293591 -0.880824 -0.24 0.22 0.09 0.074
H 1.523538 -6.410572 -0.977053 -0.07 -0.01 0.15 0.080
H 0.866888 -7.197184 -2.385971 -0.03 0.15 -0.06 0.076
H -0.951032 -5.554419 -2.516116 0.00 -0.11 -0.20 0.131
H -1.508627 -4.010737 -0.976296 0.19 0.45 0.42 0.076
H -0.019467 -4.212133 0.033204 -0.09 -0.05 0.31 0.064
H -1.351557 -5.466708 -0.061651 0.32 -0.06 0.34 0.074
H 1.023724 -3.739448 -1.925042 0.11 -0.07 -0.07 0.061
C 3.748675 -1.677486 -4.026618 -0.01 0.40 -0.72 -0.051
C 4.289468 -2.305260 -2.775345 0.57 0.72 0.47 -0.450
C 5.710435 -1.812270 -2.503222 1.16 -0.45 -0.40 -0.057
O 3.480708 -1.916862 -1.642956 -0.47 -0.18 -0.21 -0.081
H 4.321582 -2.066902 -4.872459 -0.31 -0.36 -0.01 0.092
H 3.952277 -0.605819 -4.115773 -0.12 0.06 0.57 0.080
H 2.679040 -1.817515 -4.186197 0.08 -0.24 0.00 0.085
H 4.274774 -3.397390 -2.845001 -0.06 0.09 -0.12 0.139
H 6.319165 -2.613135 -2.069190 -0.12 0.23 0.40 0.077
H 5.760106 -0.911452 -1.893703 -0.38 -0.15 0.30 0.085
H 6.297063 -1.527574 -3.385450 -0.48 -0.22 -0.29 0.080
H 3.851081 -2.315213 -0.849014 0.02 0.07 0.01 0.091
C 0.082795 2.380528 -3.329125 -0.28 -0.01 0.33 -0.065
C 0.889426 1.961170 -4.553341 -0.29 -0.70 -0.12 -0.477
C 2.377016 2.212711 -4.413737 0.57 -0.04 0.54 -0.067
O 0.691182 0.581050 -4.864390 -0.21 -0.24 0.00 -0.070
H -0.892576 1.895047 -3.230310 0.10 -0.27 -0.58 0.071
H -0.174403 3.441842 -3.334433 0.51 0.12 0.15 0.078
H 0.619186 2.068026 -2.433297 0.09 0.44 0.10 0.059
H 0.510861 2.488111 -5.435656 0.11 0.00 0.05 0.133
H 2.836986 1.736792 -3.536574 -0.64 0.13 0.35 0.069
H 2.576241 3.284504 -4.325749 0.24 -0.09 -0.31 0.080
H 2.942133 1.707465 -5.199092 -0.25 0.59 -0.55 0.075
H 0.764094 0.058185 -4.051154 0.01 0.25 0.06 0.052
C 0.153068 2.731468 1.570295 0.16 -0.82 0.09 -0.050
C 0.146426 2.974780 3.065935 -0.13 0.35 0.47 -0.504
C 1.364310 3.753637 3.572652 -0.35 -0.13 0.10 -0.046
O -1.020007 3.718485 3.402066 -0.28 -0.08 0.09 -0.074
H 1.077297 2.218971 1.280991 0.05 0.23 -0.19 0.072
H 0.009659 3.655420 1.013027 0.18 0.06 0.03 0.087
H -0.662184 2.045263 1.319681 -0.08 0.11 -0.06 0.059
H 0.094863 2.016000 3.600313 0.08 -0.05 -0.10 0.118
H 1.119164 4.267120 4.502600 -0.23 0.09 -0.11 0.077
H 1.645051 4.492061 2.821778 0.29 0.03 0.12 0.078
H 2.191883 3.096658 3.845878 0.13 -0.03 -0.49 0.071
H -1.737485 3.059374 3.484656 0.44 0.37 0.03 0.037

[2]
9
Properties=species:S:1:pos:R:3:forces:R:3:nbo_charge:R:1 method="wB97M-V/def2-TZVPD" e_homo_ev=-9.823 energy_ev=-5690.7992 gap_ev=10.85 e_above_lowest_ev=2.430
C 1.009889 -0.383002 -0.017325 0.12 -0.97 0.17 -0.703
C 0.121531 0.825380 -0.008723 -0.21 -0.16 -0.19 0.041
H 1.024302 -0.818086 1.030054 0.13 0.44 -1.13 0.240
H 0.541415 -1.191078 -0.669153 0.87 1.06 0.70 0.249
H 2.065568 -0.114269 -0.326846 -1.33 -0.44 0.32 0.226
H 0.566557 1.805581 -0.020800 0.01 0.29 0.05 0.191
H -2.567802 -0.440997 0.043373 0.14 0.20 -0.05 0.479
N -1.153667 0.823784 -0.009509 0.50 -0.43 0.02 -0.126
O -1.607789 -0.507314 -0.021070 -0.25 -0.01 0.11 -0.596

[3]
83
Properties=species:S:1:pos:R:3:forces:R:3:lowdin_spin:R:1 method="wB97M-V/def2-TZVPD" s2=8.773 e_homo_ev="-13.089 / -13.707" spin_multiplicity=6 energy_ev=-76351.2216 gap_ev="7.71 / 5.13" total_charge=+2 e_above_lowest_ev=0.000
Ir 2.259600 1.944381 -1.396729 -0.65 -3.65 2.02 2.424
C 1.596434 -1.875616 -0.948801 -0.16 2.24 0.25 0.038
C 2.826367 -1.418735 -1.281081 -0.07 0.78 0.14 -0.003
C 3.482935 -1.311854 -2.639314 0.44 0.52 -1.28 0.003
C 3.516364 0.015252 -3.508566 0.09 0.20 0.20 0.036
C 2.489581 1.095148 -3.199686 -1.34 -1.24 -2.51 0.135
C 1.103860 0.692033 -3.030002 1.10 0.55 -0.59 0.259
C 0.575542 -0.713815 -3.076618 -1.04 -0.43 0.72 0.044
C 0.364937 -1.467525 -1.724460 -0.47 -1.61 -1.23 0.020
C 2.671505 3.796684 -1.484157 0.92 2.77 0.13 0.345
H 1.335355 -2.205366 0.075082 0.60 0.54 -0.39 0.002
H 3.428031 -0.929117 -0.520958 0.55 -1.36 0.62 0.000
H 3.118384 -2.096399 -3.326898 0.24 0.22 0.60 0.000
H 4.572973 -1.455892 -2.509183 -0.66 -0.59 0.27 0.000
H 4.519112 0.481625 -3.563815 -0.38 -0.34 0.42 0.000
H 3.327572 -0.283775 -4.552227 -0.11 0.15 0.21 0.005
H 2.579746 1.970135 -3.865912 0.15 -0.05 0.23 0.037
H 0.375222 1.492914 -3.230766 0.21 -0.47 0.13 0.009
H 1.097169 -1.384199 -3.771287 0.20 0.52 0.08 0.008
H -0.448591 -0.588145 -3.470364 0.40 -0.20 0.00 0.003
H -0.366130 -0.862195 -1.144484 0.84 -0.43 0.16 0.001
H -0.165420 -2.413298 -1.936890 -0.33 0.49 -0.26 0.001
H 2.859390 4.292321 -0.525581 -0.19 0.05 -0.20 0.043
H 1.890353 4.278723 -2.094555 0.07 -0.14 0.37 0.041
H 3.594738 3.726874 -2.076541 -0.10 0.44 0.32 0.072
P 6.503699 3.543539 -1.934948 2.05 0.20 0.40 0.278
P 4.835552 4.466714 -3.717207 0.52 1.87 -1.94 0.316
C 6.690250 2.650328 -3.499525 -1.08 0.61 -1.31 0.023
C 5.790542 3.115247 -4.431283 1.26 -0.83 1.41 0.010
C 8.211702 4.174485 -1.512632 -0.15 0.49 0.06 0.042
C 9.379271 3.782666 -2.179691 -0.24 -0.19 -0.12 0.016
C 10.634834 4.160403 -1.703403 -0.16 0.25 0.23 0.002
C 10.727029 4.985894 -0.576939 -0.19 -0.17 -0.21 0.011
C 9.568286 5.475590 0.032754 0.03 -0.07 -0.12 -0.001
C 8.320446 5.083740 -0.442013 -0.17 -0.33 -0.11 0.012
C 6.263109 2.354148 -0.612452 -0.07 -0.19 0.74 0.059
C 5.255260 2.586284 0.333060 -0.05 0.32 -0.93 0.016
C 5.073151 1.694541 1.366356 -0.04 -0.19 0.81 0.003
C 5.968038 0.645276 1.578419 -0.43 0.55 -0.59 -0.002
C 7.026694 0.474730 0.695133 0.37 -0.42 0.26 0.007
C 7.185254 1.317779 -0.390944 -0.08 0.27 -0.47 0.010
C 5.638555 6.048648 -4.290717 0.34 0.03 0.30 0.019
C 6.887532 6.431263 -3.758942 -0.25 -0.54 0.20 0.012
C 7.549111 7.568003 -4.198158 -0.05 0.01 -0.03 0.000
C 6.938938 8.374260 -5.161672 0.11 0.08 -0.01 0.017
C 5.693257 8.033211 -5.692075 0.17 0.10 0.12 -0.001
C 5.052814 6.872822 -5.261900 -0.37 -0.12 -0.06 0.018
C 3.235508 4.535010 -4.575583 -0.48 0.62 0.35 0.064
C 2.262388 5.434841 -4.067757 0.17 -0.70 -0.40 0.018
C 0.977082 5.433229 -4.601521 0.30 0.17 0.02 -0.001
C 0.662623 4.602279 -5.674559 0.58 -0.42 0.01 0.016
C 1.646393 3.766490 -6.214910 -0.25 0.16 -0.06 0.002
C 2.930905 3.747454 -5.682915 0.39 -0.41 0.11 0.025
H 7.487715 1.914210 -3.645309 -0.46 0.12 -0.21 0.003
H 5.656503 2.778592 -5.461355 0.37 -0.03 0.31 0.002
H 9.306964 3.185862 -3.085867 0.12 -0.03 0.17 0.001
H 11.538358 3.823827 -2.214915 -0.31 0.09 0.16 0.000
H 11.702749 5.256595 -0.185536 -0.13 0.02 -0.08 0.001
H 9.638787 6.163631 0.878146 -0.03 -0.24 -0.29 0.000
H 7.414693 5.479109 0.014894 0.16 -0.10 0.08 0.002
H 4.639867 3.491787 0.234842 0.19 -0.60 0.15 0.005
H 4.234425 1.839284 2.035872 0.16 0.01 0.11 0.000
H 5.824248 -0.008281 2.420488 0.06 -0.17 0.12 0.000
H 7.749745 -0.321759 0.884079 -0.17 0.28 -0.15 0.001
H 8.052318 1.219589 -1.047715 -0.27 -0.13 0.15 0.000
H 7.344530 5.817520 -2.983157 -0.02 0.29 -0.28 0.003
H 8.534111 7.821285 -3.780381 -0.58 -0.08 -0.24 0.000
H 7.448043 9.281471 -5.486502 -0.19 -0.22 0.00 0.001
H 5.216081 8.685633 -6.433916 0.22 -0.39 0.34 0.000
H 4.080393 6.621698 -5.685583 0.29 0.06 0.07 0.001
H 2.511115 6.096164 -3.241035 -0.04 -0.05 -0.11 0.002
H 0.224428 6.086685 -4.177846 0.03 0.03 -0.08 0.000
H -0.334649 4.595226 -6.088130 -0.06 0.03 -0.02 0.001
H 1.417785 3.118158 -7.054016 -0.03 0.15 0.02 0.000
H 3.716977 3.110978 -6.120466 -0.68 0.26 0.15 0.001
C -0.279500 0.294969 1.337187 -0.16 -0.03 0.14 0.009
S 0.949486 1.554002 1.042440 0.64 0.05 0.46 0.027
O 1.026527 2.436329 2.168750 0.07 -0.65 -0.92 0.024
O 2.276341 0.913291 0.595924 -1.14 0.71 0.34 0.192
O 0.551240 2.212760 -0.280988 -1.10 0.21 0.71 0.207
H -0.691823 0.417658 2.341775 0.27 0.20 -0.10 0.000
H 0.182366 -0.691955 1.263808 -0.06 0.22 -0.19 0.001
H -1.088284 0.448667 0.613195 0.32 -0.14 0.10 0.001

[4]
11
Properties=species:S:1:pos:R:3:forces:R:3:nbo_charge:R:1 method="wB97M-V/def2-TZVPD" e_homo_ev=-9.511 smiles="O=C1CCC1" energy_ev=-6291.4561 gap_ev=10.51 e_above_lowest_ev=0.462
O -2.161537 0.028040 0.645647 0.31 -0.06 -0.60 -0.529
C -1.112536 0.004722 0.052937 -0.25 0.43 0.35 0.595
C -0.100875 1.125598 -0.189660 -0.74 0.08 -0.29 -0.525
C 0.963115 0.033166 0.248820 0.27 -0.72 -0.11 -0.392
C -0.093951 -1.092360 -0.109484 0.06 -0.19 0.06 -0.515
H 0.081815 1.324977 -1.258429 -0.19 -0.25 0.28 0.228
H -0.468348 2.081174 0.238399 1.05 -0.55 0.40 0.240
H 1.283602 -0.116131 1.294650 -0.47 0.74 -0.34 0.224
H 1.870181 -0.001284 -0.372123 -0.39 0.18 0.17 0.216
H -0.271574 -1.926579 0.579064 0.34 0.15 -0.15 0.229
H 0.000562 -1.462220 -1.138069 0.01 0.18 0.23 0.229

[5]
17
Properties=species:S:1:pos:R:3:forces:R:3:nbo_charge:R:1 method="wB97M-V/def2-TZVPD" e_homo_ev=-8.994 smiles=C[C@H]1[C@@H](CCl)N1C energy_ev=-19358.2140 gap_ev=9.94 e_above_lowest_ev=1.475
C -0.497758 -1.406164 -0.807342 -0.04 -0.44 1.12 -0.637
C 0.744583 -0.892939 -0.083275 -0.13 -0.98 -1.77 -0.065
C 1.065105 0.538661 -0.189350 -0.58 0.65 -0.29 -0.095
C 0.115254 1.553599 -0.848764 0.91 0.49 1.07 -0.381
C -0.491844 0.053616 1.814628 -0.44 0.75 0.01 -0.431
H -0.302928 -1.659549 -1.839559 0.35 0.00 -0.22 0.232
H -1.296403 -0.678464 -0.807601 -0.21 0.14 -0.03 0.204
H -0.881551 -2.310931 -0.312817 0.06 0.18 -0.13 0.212
H 1.591544 -1.556601 -0.112582 0.16 -0.41 -0.29 0.194
H 2.111635 0.776132 -0.304382 0.10 0.35 0.06 0.206
H -0.929050 1.417315 -0.632973 -0.29 -0.44 0.02 0.215
H 0.352046 2.545718 -0.380842 -0.01 -0.60 -1.04 0.223
H -0.788717 -0.843475 2.334009 0.79 -0.55 0.65 0.207
H -0.436746 0.892859 2.549601 -0.11 -0.62 -0.74 0.208
H -1.381797 0.105389 1.181775 0.02 0.92 -0.28 0.170
N 0.766263 -0.112197 1.096593 -0.71 0.45 1.07 -0.390
Cl 0.260364 1.577030 -2.657118 0.14 0.10 0.79 -0.072

[6]
47
Properties=species:S:1:pos:R:3:forces:R:3:nbo_charge:R:1 method="wB97M-V/def2-TZVPD" e_homo_ev=-9.297 smiles="CCO[C@@H]1OC(C(=O)O)=C[C@H](c2ccc(C(F)(F)F)cc2)[C@H]1CCCO" energy_ev=-37397.2534 gap_ev=9.91 e_above_lowest_ev=0.222
C 1.546832 -3.159427 1.476129 -0.30 0.20 0.08 -0.643
C 0.667317 -2.189427 2.257230 0.20 -0.19 0.09 -0.056
H -0.047096 -2.744944 2.880961 0.05 0.09 0.01 0.164
H 1.284613 -1.556632 2.900641 -0.09 -0.14 0.03 0.192
O -0.038581 -1.268018 1.440313 -0.16 -0.09 -0.27 -0.548
C -1.197030 -1.739337 0.831310 -0.51 0.44 0.62 0.392
C -1.959505 -0.526499 0.273474 0.07 -0.37 -0.03 -0.243
C -3.326026 -0.973242 -0.255832 0.12 0.14 0.11 -0.406
C -4.242659 0.187150 -0.672787 0.10 -0.30 -0.39 -0.432
C -4.444257 0.248810 -2.191150 -0.02 0.50 0.33 -0.055
O -4.975657 -0.942702 -2.713947 -0.26 -0.44 -0.10 -0.714
H -5.815704 -1.127926 -2.279122 0.04 0.02 -0.06 0.462
H -5.092945 1.102659 -2.438931 0.16 -0.06 -0.02 0.161
H -3.490851 0.380560 -2.707222 -0.02 0.08 0.05 0.174
H -3.840646 1.141634 -0.330822 -0.03 0.13 0.07 0.204
H -5.223448 0.064128 -0.206573 -0.03 0.10 0.02 0.203
H -3.188357 -1.635823 -1.112578 -0.03 -0.09 0.06 0.228
H -3.810387 -1.557349 0.529256 0.01 -0.08 -0.04 0.209
H -2.098222 0.167889 1.106442 0.00 -0.03 -0.03 0.225
C -1.090632 0.139728 -0.813448 -0.07 -0.10 0.32 -0.316
C -0.530804 -0.916175 -1.709552 -0.11 -0.41 0.05 -0.200
C -0.490747 -2.204604 -1.355731 -0.10 0.57 0.04 0.171
O -0.937358 -2.701443 -0.168129 0.07 -0.17 -0.33 -0.505
C 0.067284 -3.223191 -2.278200 0.31 -0.07 -0.65 0.747
O 0.475715 -2.977738 -3.385709 -0.08 0.05 0.12 -0.585
O 0.088726 -4.450017 -1.752443 -0.12 -0.43 0.44 -0.666
H 0.453689 -5.078572 -2.395395 -0.02 0.34 -0.08 0.502
H -0.141015 -0.633206 -2.673628 0.09 -0.11 -0.14 0.247
C -0.013046 1.006920 -0.196173 0.14 0.26 -0.13 0.131
C -0.380583 2.171672 0.468587 0.07 -0.09 -0.07 -0.238
C 0.566946 2.974885 1.072270 0.19 0.00 0.03 -0.170
C 1.906798 2.618321 1.003815 0.04 0.07 0.02 -0.163
C 2.290666 1.465371 0.332971 -0.04 0.16 0.07 -0.168
C 1.332381 0.670450 -0.266148 -0.02 0.15 -0.02 -0.233
H 1.633004 -0.225701 -0.785278 0.03 -0.10 -0.02 0.225
H 3.334840 1.197066 0.280301 0.09 -0.02 -0.02 0.227
C 2.942786 3.458191 1.690426 0.19 0.11 0.21 0.975
F 4.125013 3.456027 1.053521 0.06 -0.14 -0.21 -0.325
F 3.197960 3.025110 2.943735 -0.08 -0.16 0.09 -0.329
F 2.580693 4.745302 1.812822 -0.24 0.11 -0.07 -0.325
H 0.273822 3.875963 1.589054 -0.02 0.08 0.02 0.227
H -1.421206 2.457799 0.517227 -0.16 0.01 0.00 0.207
H -1.730991 0.800670 -1.407168 0.02 -0.04 0.02 0.232
H -1.816882 -2.288342 1.563414 0.16 0.12 -0.18 0.166
H 0.941752 -3.818483 0.859181 0.05 -0.07 -0.02 0.228
H 2.126493 -3.759430 2.172711 0.11 -0.07 0.07 0.212
H 2.229212 -2.605183 0.836097 0.11 0.03 -0.07 0.208